# 1
11
Properties=species:S:1:pos:R:3:forces:R:3 method="wB97M-V/def2-TZVPD" de_lowest_kcal_mol=43.83 charge=0 homo_ev=-8.688
C -0.20871 0.32933 -1.27777 -0.4 2.4 -0.3
C 0.32196 -0.31452 1.00400 -0.6 -1.7 2.0
O -0.27612 1.24910 -0.43458 -0.1 -1.7 -3.2
O 0.64101 0.36160 -2.28768 0.7 0.5 -0.5
S -1.38426 -0.67904 0.99936 -1.8 0.0 2.3
S 0.91898 0.62012 2.35568 -0.3 0.5 0.2
S 1.41802 -1.18749 0.25760 1.7 -1.2 -1.4
H -0.85558 -0.62137 -1.43448 1.0 1.9 0.5
H 1.24915 1.14471 -2.24635 -0.9 -0.7 0.3
H -1.70203 -1.34823 -0.11626 0.8 -0.3 0.1
H -0.12242 0.44579 3.18048 -0.2 0.2 0.0

---

# 2
33
Properties=species:S:1:pos:R:3:forces:R:3 method="wB97M-V/def2-TZVPD" de_lowest_kcal_mol=28.68 charge=-1 homo_ev=-3.214
C 1.58837 -0.99057 -1.66315 0.6 -2.3 1.4
C 1.01509 -2.30308 -1.07586 -1.5 -0.4 0.8
S 2.04785 -3.09092 0.27843 -0.4 0.4 -0.8
C 1.59990 0.09274 -0.61465 -1.4 0.5 -0.6
N 0.21564 0.63297 -0.39150 0.4 0.0 -0.9
C 0.15074 2.08614 -0.33090 -0.9 -0.3 -1.3
C -1.33181 2.53536 -0.33112 1.2 -1.0 1.7
N -1.88784 2.39138 1.03160 -0.8 0.3 -0.1
H 2.63160 -1.36188 -1.71188 -0.1 0.7 -0.9
H 1.10784 -0.77807 -2.62842 0.4 0.4 0.2
H 0.61401 -2.94136 -1.88698 1.0 -0.3 0.1
H 0.04760 -2.18718 -0.54830 0.1 0.7 -0.2
H 1.89808 -0.31771 0.34327 0.8 0.0 -0.2
H 2.25069 0.87660 -1.01843 -0.1 0.3 0.7
H -0.18167 0.22431 0.44451 0.2 0.1 0.3
H 0.72964 2.46133 0.51518 -0.1 0.5 0.1
H 0.54108 2.49041 -1.27796 0.5 -0.2 0.3
H -1.84800 1.90398 -1.08886 0.0 0.6 0.6
H -1.38910 3.58647 -0.55136 -0.1 0.4 -0.5
H -1.27666 2.79816 1.73507 0.0 0.0 -0.4
H -2.05736 1.44506 1.32678 0.1 -0.4 -0.1
H -1.16657 -1.24408 2.73725 0.0 -0.4 -0.6
H -0.03032 -1.87828 1.74928 -0.1 -0.5 0.0
O -0.23546 -1.32416 2.51354 0.5 0.8 0.6
H -1.11366 -0.47979 -1.67540 0.0 0.0 0.2
H -1.76732 -0.31877 -3.00925 -0.3 -0.3 0.3
O -1.90936 -0.77834 -2.16444 0.4 0.6 -0.4
H -2.97317 0.04439 0.28078 0.2 -0.5 -0.2
H -1.92946 -1.08705 0.46126 0.1 0.0 -0.4
O -2.66053 -0.63888 0.88858 -0.5 0.3 0.5
H 2.88536 -1.14224 2.13989 -0.5 0.0 0.0
H 1.73938 -0.33052 2.81548 -0.1 -0.5 -0.2
O 2.69543 -0.37642 2.70755 0.5 0.3 0.1

---

# 3
39
Properties=species:S:1:pos:R:3:forces:R:3 method="wB97M-V/def2-TZVPD" de_lowest_kcal_mol=40.00 charge=0 homo_ev=-9.396
Pt -0.95165 -0.90667 0.73420 -1.2 -0.1 0.5
N -2.01826 3.27284 0.70033 0.1 0.0 0.0
C -1.47742 2.06201 0.88054 0.1 0.1 0.0
S -2.57508 0.71257 0.74272 -0.2 -0.1 -0.2
N -0.20861 1.99251 1.22092 -0.3 -0.3 -0.1
N 0.16055 0.69088 1.37050 0.4 0.3 -0.1
C 1.26526 0.41517 1.95669 0.0 0.0 -0.1
C 1.66304 -0.98223 2.11236 0.1 0.1 -0.1
C 2.79618 -1.33656 2.82744 -0.1 0.0 -0.1
C 3.10963 -2.68239 2.95659 0.0 0.0 0.0
C 2.28790 -3.62653 2.36908 0.0 0.0 0.0
C 1.17153 -3.19884 1.66474 -0.1 0.0 0.0
N 0.87357 -1.91489 1.54082 0.0 0.3 -0.5
H -2.95465 3.38213 0.35725 0.0 0.0 0.0
H -1.44575 4.08592 0.84787 0.0 0.0 0.0
H 1.87081 1.22763 2.34113 0.0 0.0 0.0
H 3.40804 -0.56760 3.27808 0.0 0.0 0.0
H 3.98513 -2.98484 3.51519 0.0 0.0 0.0
H 2.49301 -4.68409 2.45064 0.0 0.0 0.0
H 0.48217 -3.88970 1.19528 0.0 0.0 0.0
O -0.22070 -2.58064 -5.04356 0.9 -0.9 -0.5
C 1.02561 -2.75124 -4.63119 -0.6 -0.2 -0.2
O 1.83305 -3.40661 -5.24148 0.2 0.0 -0.1
C 1.39384 -2.10940 -3.34126 0.1 0.0 -0.1
C 2.67497 -2.10334 -2.84587 0.0 -0.1 0.0
N 2.63306 -1.43711 -1.67891 -0.3 0.1 0.0
N 1.39975 -0.99409 -1.37972 0.3 -0.1 0.3
C 0.63602 -1.40842 -2.37787 -0.1 0.3 0.4
C -0.81448 -1.02991 -2.41730 0.2 0.1 0.3
O -1.38742 -1.09855 -3.50172 -0.6 0.4 0.7
O -1.41279 -0.61160 -1.35361 1.3 -0.1 0.2
H -0.74556 -2.04047 -4.39648 -0.2 0.5 -0.1
H 3.57752 -2.52428 -3.25516 0.0 0.0 0.0
H 3.40160 -1.20268 -1.07594 0.0 0.0 0.0
O -2.92226 -3.41875 3.21183 0.2 0.0 0.0
S -2.82668 -2.35365 2.26929 0.3 -0.1 -0.1
O -3.99745 -1.57528 2.00562 0.0 0.0 0.1
O -1.59319 -1.43698 2.61416 0.1 0.2 0.0
S -2.00345 -2.92445 0.44270 -0.6 -0.1 -0.1

---

# 4
11
Properties=species:S:1:pos:R:3:forces:R:3 method="wB97M-V/def2-TZVPD" de_lowest_kcal_mol=20.23 charge=0 homo_ev=-8.868
C -0.88625 -1.50291 0.91302 1.5 -1.1 1.1
C 0.78600 0.16261 -0.57481 1.6 -1.9 0.5
C 0.40594 1.56467 -0.64280 2.1 2.2 0.6
H -1.09450 -0.69984 1.60498 0.5 0.4 0.2
H -0.12193 -2.25560 1.30107 -0.6 1.4 -0.5
H -1.79537 -2.04667 0.94805 -1.0 -0.6 -0.7
H -0.58053 1.65938 -0.31654 -1.6 0.4 0.4
H 1.08649 2.13719 0.06012 -0.7 -0.4 -1.1
S -0.58227 -0.93452 -0.75393 -0.9 -0.6 -0.7
S 2.29775 -0.38345 -0.25722 -1.1 0.6 -0.2
Cl 0.48467 2.29914 -2.28196 0.1 -0.3 0.3

---

# 5
105
Properties=species:S:1:pos:R:3:forces:R:3 method="wB97M-V/def2-TZVPD" de_lowest_kcal_mol=8.58 charge=0 homo_ev=-9.332
C 5.13357 4.07066 -2.05538 -0.7 0.9 0.3
C 5.59584 4.75354 -0.75050 -1.8 0.4 -0.1
O 4.52282 4.55558 0.18180 0.1 -1.1 -0.8
C 3.60321 3.70320 -0.38074 0.9 0.1 0.3
O 2.73075 3.14940 0.19499 -0.5 0.3 0.4
O 3.87628 3.48523 -1.66151 0.4 0.0 -1.1
F 5.62569 6.09246 -0.94827 0.7 0.3 -0.1
H 5.77688 3.27783 -2.42798 0.1 0.1 0.0
H 4.96873 4.88416 -2.81181 0.1 -1.0 0.6
H 6.50033 4.39542 -0.31230 0.7 0.0 0.3
C 2.69728 0.95831 2.41492 -0.2 -0.2 -0.2
C 1.29161 1.45858 2.22668 -1.3 0.5 -0.5
O 1.07720 2.29924 3.32391 0.8 -1.1 0.0
C 1.86277 1.75077 4.33652 -0.1 0.8 -0.9
O 1.76415 2.07839 5.45228 -0.1 0.1 1.5
O 2.77640 0.89677 3.84070 0.0 -0.1 -0.2
F 0.32803 0.43097 2.33871 0.9 0.2 -0.1
H 3.45765 1.65365 2.03176 -0.4 -0.1 0.1
H 2.80515 -0.01926 1.95473 0.2 0.0 0.3
H 1.07110 1.95842 1.28614 0.2 0.1 0.2
N 0.12407 -5.01859 -5.17503 0.3 -0.4 0.4
C 1.32410 -5.57863 -5.05262 1.0 0.6 -1.0
C 2.52554 -4.83848 -5.01563 -1.3 0.9 0.4
C 2.44755 -3.43753 -5.08536 -0.8 -1.3 -0.3
C 1.19637 -2.88450 -5.27072 0.2 0.8 0.3
C 0.09201 -3.69678 -5.23119 -1.2 0.2 0.2
H 1.36706 -6.65465 -5.14096 0.0 -0.2 0.4
H 3.45689 -5.31419 -4.84279 0.7 -0.5 0.0
H 3.27969 -2.78304 -5.00486 0.8 0.2 0.0
H 1.05906 -1.80920 -5.36095 0.1 -0.2 0.1
H -0.90601 -3.25091 -5.15143 0.3 -0.1 -0.4
N -2.49923 4.88297 3.80927 -0.1 -1.0 0.3
C -3.12193 5.61947 2.90150 -0.3 0.4 1.6
C -3.27275 5.24003 1.60321 -0.5 0.7 -0.9
C -2.83020 4.01091 1.21337 0.7 -0.9 -0.2
C -2.23005 3.17074 2.15367 -0.2 -0.7 -1.0
C -2.10631 3.64463 3.42923 0.5 1.2 0.5
H -3.62723 6.52509 3.27110 0.6 -0.2 -0.2
H -3.73807 5.96206 0.94306 -0.1 -0.3 -0.3
H -2.89775 3.71138 0.18698 -0.2 -0.2 -0.4
H -1.86969 2.15370 1.89257 -0.3 0.8 0.1
H -1.58253 3.03977 4.14944 0.0 0.0 0.4
N -1.72061 0.33061 -0.12985 0.4 0.6 -0.2
C -0.87956 0.98321 -0.93236 1.3 -0.8 -0.4
C 0.28102 0.37856 -1.45901 -0.1 0.5 0.0
C 0.60825 -0.92583 -1.10988 -0.2 1.1 -0.8
C -0.27215 -1.57649 -0.31283 0.2 -1.5 0.9
C -1.37198 -0.91706 0.15572 -0.9 0.0 0.7
H -1.01280 2.03189 -1.16223 -0.5 0.0 0.1
H 0.92527 0.94238 -2.12814 -0.1 0.1 0.2
H 1.48437 -1.41348 -1.46864 0.6 -0.2 -0.3
H -0.09654 -2.60581 0.02108 -0.2 0.6 -0.3
H -1.97843 -1.43820 0.88342 -0.5 0.0 0.0
C 2.12520 -3.86658 1.24707 -0.3 0.1 -1.0
C 2.10442 -2.44962 1.79216 1.7 0.2 0.2
C 2.79522 -2.70857 3.16519 -2.2 -0.3 1.2
O 2.37458 -4.07859 3.55909 0.6 1.0 -0.5
C 1.81430 -4.74687 2.43149 -0.6 -0.2 0.1
H 3.09887 -4.12399 0.81623 0.1 0.1 0.3
H 1.43189 -3.97175 0.42227 -0.3 -0.3 0.0
H 1.10797 -2.04314 1.88052 -0.2 0.0 0.2
H 2.70091 -1.76785 1.11138 -0.6 -0.7 0.8
H 2.44997 -2.09258 4.05108 0.4 -0.3 -1.3
H 3.86193 -2.64164 3.08487 0.7 -0.2 0.0
H 0.70808 -4.91138 2.59550 1.0 0.2 -0.2
H 2.29317 -5.71977 2.28150 -0.1 0.0 0.3
C -2.54285 -5.70127 -1.13699 -0.6 -0.6 -0.6
C -1.54335 -5.69452 -2.30005 -0.3 -0.2 -1.1
C -0.51406 -4.66993 -1.90078 0.4 1.0 1.3
O -0.69969 -4.53725 -0.45988 0.4 -0.1 -0.5
C -2.10290 -4.54269 -0.32257 -0.2 2.0 1.2
H -2.43569 -6.61575 -0.52410 -0.3 0.4 -0.4
H -3.57180 -5.56392 -1.49443 0.2 -0.4 0.2
H -2.00376 -5.31565 -3.19810 -0.4 -0.1 -0.4
H -1.15935 -6.68142 -2.58768 0.1 0.3 0.4
H -0.61046 -3.66614 -2.42244 -0.3 -0.9 0.6
H 0.51231 -4.93370 -1.97992 0.9 -0.5 -0.4
H -2.41956 -3.49467 -0.61457 -0.4 -1.2 -0.3
H -2.41457 -4.62548 0.72683 0.4 -0.1 -0.1
C -1.55795 4.60287 -2.04318 1.8 0.4 -0.6
C -0.38947 4.96683 -1.05950 -0.2 -1.0 0.3
C 0.73229 5.57670 -1.87796 -0.1 -0.5 -1.4
O 0.13432 5.91072 -3.14535 0.0 0.6 0.7
C -0.82256 4.90862 -3.39338 -0.5 -0.1 -0.8
H -2.43927 5.22399 -1.91640 0.1 0.3 0.0
H -1.87825 3.56826 -1.94095 0.1 0.0 -0.2
H 0.00872 4.05533 -0.58955 -0.3 0.3 0.2
H -0.69954 5.65588 -0.29355 -0.2 0.1 0.4
H 1.53950 4.84266 -2.11004 -0.3 0.4 0.5
H 1.14137 6.47536 -1.43283 0.2 0.1 -0.1
H -0.27045 4.09025 -3.87926 -0.3 -0.6 0.6
H -1.47473 5.26023 -4.20108 -0.1 0.2 0.4
C -4.08475 0.30550 2.30969 1.4 -0.2 -0.3
C -3.05778 -0.20552 3.34976 -0.5 -0.5 0.0
C -3.38287 -1.73439 3.48933 0.5 1.0 0.2
O -4.40814 -1.99682 2.56021 -0.1 -0.2 -0.9
C -5.11587 -0.77650 2.40111 -1.5 0.5 1.0
H -3.64054 0.29462 1.29929 -0.1 0.0 0.4
H -4.34825 1.34757 2.50295 -0.5 -0.3 0.1
H -3.23313 0.26232 4.32234 0.4 0.2 -0.2
H -2.05184 -0.07879 2.96001 0.2 0.2 0.5
H -3.72051 -2.02656 4.49400 0.1 0.3 -0.1
H -2.46567 -2.28437 3.27999 -0.3 -0.5 -0.3
H -5.70949 -0.60813 3.34748 0.1 -0.1 -0.9
H -5.78886 -0.78920 1.52942 0.2 -0.5 0.4

---

# 6
63
Properties=species:S:1:pos:R:3:forces:R:3 method="wB97M-V/def2-TZVPD" multiplicity=2 charge=+3 s_squared=0.7543 homo_ev="-18.662 / -18.656"
C 1.48613 0.37592 1.48096 2.9 -1.8 -0.5
C 0.20459 -0.43849 1.34713 -1.7 2.3 -0.1
C -1.08878 0.42245 1.09060 5.6 1.3 2.4
C -2.23546 -0.07034 0.65943 -3.6 -1.5 -1.7
N -3.33962 0.72427 0.07978 2.7 -1.2 -2.9
N 1.92581 1.27037 0.29591 -1.6 0.3 3.8
H 1.60860 0.87257 2.45080 -0.4 0.5 -0.9
H 2.33097 -0.41799 1.54261 -1.4 1.1 -0.2
H 0.17736 -1.20445 0.57718 0.7 -0.1 0.4
H 0.11545 -0.84962 2.42996 -0.6 0.0 -1.3
H -0.98365 1.49102 1.35731 -0.2 -0.5 -0.3
H -2.37641 -1.16076 0.68293 -0.4 0.4 0.1
H -2.97979 1.64261 -0.36571 -0.6 -0.9 0.6
H -3.73349 0.09172 -0.74133 -0.3 0.6 1.1
H -4.00541 0.88080 0.79757 -1.3 0.5 0.9
H 2.06842 0.74402 -0.52397 0.3 -1.0 -2.0
H 1.17517 1.97971 0.13999 1.1 0.1 -0.5
H 2.84043 1.67314 0.56627 -0.2 0.3 -0.6
H -1.10434 -2.22703 -0.32436 -0.2 -0.7 0.9
H -0.60011 -2.86707 -1.57942 -0.1 0.4 -0.1
O -0.94252 -2.01910 -1.23926 0.2 0.1 -0.9
H 0.22450 0.70588 -2.82635 0.0 0.1 0.3
H -0.61650 -0.21752 -1.93182 0.0 -1.2 0.0
O -0.13300 0.60620 -1.92517 -0.1 0.7 -0.1
H 3.68140 -3.02965 -3.09649 -0.2 0.7 -0.2
H 2.57617 -1.82098 -3.14671 0.7 0.8 -0.4
O 2.77095 -2.73244 -2.97207 -0.6 -1.2 0.6
H 0.49146 1.16839 4.00618 -0.2 0.3 0.8
H -0.27089 2.53840 4.22595 0.1 0.5 1.1
O -0.00780 1.88139 3.60070 -0.3 -0.7 -1.6
H -1.11883 -0.78392 5.34367 0.2 -0.6 -1.5
H -0.35869 -2.02720 5.26283 0.0 -0.1 -0.9
O -0.77272 -1.40081 4.63017 -0.1 0.9 2.2
H 1.12459 -4.40731 0.72589 0.6 0.0 -1.4
H 1.39615 -5.30376 1.90839 0.3 -0.8 0.5
O 0.96209 -4.50311 1.65484 -0.7 1.0 0.8
H 4.52093 3.18868 -0.55409 -0.3 1.2 -0.1
H 5.35880 2.03514 -0.46839 2.3 -1.1 0.1
O 4.45747 2.24716 -0.47916 -1.9 0.0 0.1
H 0.78321 3.11279 -2.70593 -0.3 0.1 1.1
H 1.03528 3.55141 -4.07767 0.1 1.2 -1.6
O 1.13942 2.80485 -3.52898 0.3 -1.7 0.4
H 0.86140 4.28688 -0.86990 -1.0 0.8 0.3
H -0.50420 3.28800 -0.86329 -1.0 1.4 -0.3
O 0.43135 3.43637 -0.90625 1.9 -1.8 0.2
H -0.21731 -3.32537 1.63067 -0.9 0.2 -0.4
H -1.55316 -2.88864 2.22471 -0.2 -0.1 -0.2
O -1.02959 -2.74337 1.42184 0.4 -0.9 1.0
H -5.03833 -1.87802 -1.66230 -0.3 -0.8 0.5
H -4.63088 -0.89818 -2.67862 0.1 0.5 -1.8
O -4.68120 -1.00142 -1.75211 0.6 0.6 1.6
H -2.35820 2.62410 -2.78830 -0.2 0.5 0.3
H -1.43974 1.73802 -1.98030 0.5 0.1 -0.1
O -2.00915 2.53010 -1.88658 -0.5 -0.7 0.1
H 2.40167 1.19662 -2.86009 -0.7 1.4 -0.9
H 3.60926 0.45736 -2.53720 2.9 -0.1 -0.3
O 2.70499 0.44374 -2.38455 -2.2 -1.2 1.1
H 1.31094 -4.87749 -1.53220 0.0 -0.5 -0.2
H 1.86815 -3.47471 -1.62893 0.6 0.1 -0.2
O 1.56823 -4.13678 -0.98456 -0.7 0.3 0.2
H -2.35062 1.99774 2.71915 1.2 0.0 0.3
H -3.71385 2.32929 2.80123 -1.2 0.7 0.1
O -3.01714 2.36841 2.14739 -0.1 -0.6 0.2